# 1
DFT (wB97M-V/def2-TZVPD) results for 2 unconnected molecules or ions with the total composition C2H10N3 in a non-equilibrium geometry.

Properties
* relative energy (zero: lowest compared OMol25 entry of this formula, charge and spin): 1.4608 eV
* multiplicity: 3
* LUMO (alpha / beta): -3.5 / -5.3 eV
* F_max: 9.68 eV/A
* calculated total energy: -6694.04183 eV
* total charge: +1
* molar mass: 76.12 g/mol
* gap between HOMO and LUMO (alpha / beta): 5.6826 / 9.1295 eV

Cartesian coordinates (Å):
C: -2.01170 0.36175 -0.82609
C: 1.69166 -0.76658 0.39865
N: 2.57403 0.90675 -0.57437
N: -1.74249 -0.10323 0.54955
N: 1.42976 0.34976 -0.15704
H: -1.73526 1.37827 -0.98546
H: -1.28777 -0.25474 -1.47330
H: -3.06544 0.34416 -1.14867
H: 0.95806 -1.18959 1.09448
H: 2.71181 -1.19352 0.22279
H: -0.77592 0.28364 0.72732
H: 2.73058 1.52222 -1.43919
H: 3.46574 0.21371 -0.52970
H: -2.44352 0.35263 1.16699
H: -1.89243 -1.12401 0.53067

# 2
DFT (wB97M-V/def2-TZVPD) results for 2 unconnected molecules or ions with the total composition C42H41N2O2 in a non-equilibrium geometry.

Properties
* relative energy (zero: lowest compared OMol25 entry of this formula, charge and spin): 1.2683 eV
* LUMO: -5.7 eV
* F_max: 1.99 eV/A
* calculated total energy: -51287.09492 eV
* total charge: +1
* molar mass: 605.80 g/mol
* gap between HOMO and LUMO: 4.3014 eV

Cartesian coordinates (Å):
C: -1.00407 -0.40765 -1.68473
N: -1.66792 -0.35213 -0.39242
C: -1.25710 -1.17499 0.63279
O: -0.42105 -2.05204 0.59509
C: -2.03955 -0.73494 1.85751
C: -3.17917 -1.72806 2.20568
C: -3.15049 -2.22597 3.62112
C: -4.25385 -2.09054 4.45011
C: -4.21293 -2.53240 5.75618
C: -3.06585 -3.11909 6.24829
C: -1.96698 -3.27852 5.42989
C: -2.01500 -2.84188 4.12254
N: -2.52521 0.65332 1.53922
C: -1.78423 1.74515 2.03529
C: -0.46261 1.68531 2.32186
C: 0.41058 2.78928 2.66819
C: 1.71942 2.51248 3.08016
C: 2.60116 3.52480 3.37832
C: 2.20465 4.84204 3.26595
C: 0.91911 5.14222 2.85940
C: 0.03017 4.13149 2.56597
C: -2.74015 0.59455 0.03497
C: -4.11297 0.01525 -0.38912
C: -4.35516 0.53062 -1.82565
C: -3.44373 1.77817 -2.01002
C: -2.67227 1.96281 -0.68222
H: -0.19147 -1.13097 -1.64154
H: -1.69763 -0.71130 -2.46614
H: -0.58501 0.56565 -1.92957
H: -1.35118 -0.68523 2.70915
H: -4.14475 -1.25633 2.00388
H: -3.12616 -2.59084 1.53308
H: -5.15123 -1.64090 4.06318
H: -5.07638 -2.41961 6.39194
H: -3.02884 -3.45143 7.27243
H: -1.07211 -3.74167 5.81343
H: -1.16715 -2.97826 3.47424
H: -2.28143 2.69744 2.08840
H: 0.01858 0.73197 2.20188
H: 2.02830 1.48554 3.16938
H: 3.60069 3.28897 3.70533
H: 2.89763 5.63329 3.49435
H: 0.61491 6.17244 2.77008
H: -0.96340 4.38143 2.23817
H: -4.09510 -1.07819 -0.33636
H: -4.88764 0.37058 0.29885
H: -4.09668 -0.24815 -2.55537
H: -5.41304 0.76652 -1.99860
H: -2.74254 1.62739 -2.84057
H: -4.03204 2.66900 -2.26521
H: -3.17253 2.71022 -0.05655
H: -1.63456 2.28625 -0.81405
C: -1.07660 -4.39868 -4.55884
C: -0.21612 -3.63348 -5.32165
C: 1.10446 -3.50977 -4.96017
C: 1.59072 -4.14260 -3.81269
O: 2.93465 -3.96501 -3.37524
C: 3.24747 -2.75512 -2.70731
C: 3.17208 -2.65930 -1.30451
C: 3.36175 -1.46506 -0.66990
C: 3.65936 -0.28474 -1.39328
C: 3.78815 0.92326 -0.67599
C: 4.01580 2.25397 -1.12981
C: 4.31691 3.23565 -0.16282
C: 4.58956 4.53050 -0.52486
C: 4.57188 4.90128 -1.85836
C: 4.24190 3.97356 -2.82872
C: 3.94920 2.68077 -2.47356
C: 3.82189 -0.41938 -2.79456
C: 3.60871 -1.60608 -3.43103
C: 0.71016 -4.92670 -3.06449
C: -0.60912 -5.04274 -3.43031
H: -2.11388 -4.47837 -4.83389
H: -0.58632 -3.12043 -6.19327
H: 1.77829 -2.91038 -5.54595
H: 2.93072 -3.54214 -0.73983
H: 3.27597 -1.40181 0.40118
H: 3.73010 0.82452 0.39590
H: 4.32567 2.95077 0.87586
H: 4.81700 5.26042 0.23332
H: 4.79772 5.91406 -2.14024
H: 4.19971 4.26606 -3.86639
H: 3.58486 2.02177 -3.23667
H: 4.17550 0.40645 -3.37712
H: 3.70433 -1.67591 -4.50190
H: 1.07971 -5.40749 -2.17629
H: -1.28624 -5.62094 -2.82475

# 3
DFT (wB97M-V/def2-TZVPD) results for a molecular structure, H8Li5O20S4 in a non-equilibrium geometry.

Properties
* LUMO: 4.0 eV
* F_max: 7.86 eV/A
* calculated total energy: -85453.21712 eV
* total charge: -3
* molar mass: 491.02 g/mol
* gap between HOMO and LUMO: 1.6183 eV

Cartesian coordinates (Å):
Li: -6.17509 -10.40887 3.55396
Li: -3.71441 -12.32272 2.37689
Li: -6.36510 -15.60014 3.10551
Li: -4.16925 -11.83896 5.00574
Li: -5.84529 -15.02897 6.02796
S: -1.71248 -10.41043 3.81174
O: -2.71479 -11.43904 3.77112
O: -1.88511 -9.66748 5.01639
O: -0.45216 -11.08312 3.70285
O: -1.78632 -9.52576 2.68405
S: -4.85430 -8.45862 5.44475
O: -3.93429 -7.72906 4.58439
O: -5.05316 -9.81698 4.92000
O: -4.24851 -8.52805 6.73657
O: -6.09288 -7.72127 5.51098
S: -6.61780 -12.79611 4.07379
O: -7.26223 -13.83583 3.39605
O: -7.50948 -11.70736 4.18482
O: -6.18596 -13.25860 5.40032
O: -5.41312 -12.30399 3.44727
S: -3.53201 -15.41140 4.53747
O: -2.89125 -16.47913 3.79807
O: -3.08962 -14.19752 3.85508
O: -4.96179 -15.50816 4.40958
O: -3.22161 -15.31905 5.91187
O: -7.64128 -12.13202 7.16197
H: -7.12545 -12.49696 6.44296
H: -7.12810 -12.32370 7.94691
O: -9.65825 -13.58835 4.69406
H: -9.47004 -12.73950 5.09438
H: -8.84564 -13.82942 4.24933
O: -7.95529 -14.02828 0.91193
H: -7.96813 -13.83429 1.84918
H: -7.36016 -14.77339 0.82920
O: -9.77528 -10.64921 4.91635
H: -9.72865 -9.72386 5.15675
H: -8.87062 -10.89174 4.71886